{
  "formula": "C3H7NSi",
  "method": "ωB97M-V/def2-TZVPD",
  "spin_multiplicity": 3,
  "gap_ev": [7.32, 8.48],
  "e_above_lowest_kj_mol": 76.8,
  "energy_ha": -462.54725,
  "symbols": ["C", "C", "C", "N", "Si", "H", "H", "H", "H", "H", "H", "H"],
  "positions_angstrom": [[-3.07, 0.10, -0.15], [0.93, 0.64, -0.41], [-0.08, 0.12, 0.61], [-4.04, 0.72, -0.09], [-1.50, -0.89, -0.17], [1.71, 1.21, 0.09], [1.40, -0.19, -0.95], [0.45, 1.30, -1.14], [-0.49, 0.96, 1.17], [0.44, -0.51, 1.33], [-1.92, -2.45, 1.31], [-1.29, -1.50, -1.47]],
  "nbo_charge": [-0.184, -0.601, -0.840, -0.308, 0.966, 0.215, 0.206, 0.213, 0.251, 0.231, 0.003, -0.152]
}


{
  "formula": "C3H9NO2",
  "method": "ωB97M-V/def2-TZVPD",
  "gap_ev": 10.09,
  "e_above_lowest_kj_mol": 196.2,
  "smiles": "CC(=O)O.CN",
  "energy_ha": -324.89790,
  "symbols": ["C", "C", "O", "O", "H", "H", "H", "H", "C", "N", "H", "H", "H", "H", "H"],
  "positions_angstrom": [[-1.20, -0.45, 0.94], [-2.24, -0.66, 0.00], [-2.74, -1.78, -0.21], [-2.79, 0.38, -0.67], [-0.97, -1.38, 1.27], [-1.43, -0.01, 1.95], [-0.35, 0.03, 0.47], [-3.22, 0.05, -1.38], [2.48, 0.06, -0.54], [1.65, 1.23, 0.05], [1.84, -0.56, -1.19], [2.60, -0.49, 0.38], [3.40, 0.12, -1.10], [2.10, 1.94, 0.56], [0.88, 1.52, -0.53]],
  "nbo_charge": [-0.749, 0.775, -0.607, -0.674, 0.246, 0.254, 0.260, 0.485, -0.429, -0.879, 0.195, 0.197, 0.190, 0.371, 0.364]
}


{
  "formula": "C5H14N2",
  "method": "ωB97M-V/def2-TZVPD",
  "spin_multiplicity": 2,
  "gap_ev": [9.46, 4.74],
  "total_charge": 1,
  "e_above_lowest_kj_mol": 191.5,
  "energy_ha": -308.04844,
  "symbols": ["C", "C", "C", "C", "H", "H", "H", "H", "H", "H", "H", "H", "H", "H", "N", "C", "N", "H", "H", "H", "H"],
  "positions_angstrom": [[0.42, 1.17, 0.54], [-0.96, 0.67, 1.06], [-1.18, -0.85, 0.79], [-1.07, 0.95, 2.59], [0.53, 2.25, 0.69], [1.24, 0.64, 1.11], [0.63, 1.01, -0.52], [-1.79, 1.14, 0.49], [-2.17, -1.15, 1.14], [-0.42, -1.47, 1.29], [-1.13, -1.03, -0.27], [-1.01, 2.05, 2.80], [-2.02, 0.53, 3.06], [-0.22, 0.45, 3.14], [0.25, -1.01, -2.79], [1.62, -1.03, -2.53], [2.41, -0.03, -2.55], [-0.19, -0.12, -2.77], [-0.29, -1.77, -2.31], [1.98, -2.04, -2.25], [3.37, -0.37, -2.69]],
  "nbo_charge": [-0.610, -0.220, -0.592, -0.618, 0.232, 0.207, 0.165, 0.199, 0.230, 0.205, 0.149, 0.224, 0.225, 0.209, -0.579, 0.286, -0.241, 0.437, 0.450, 0.246, 0.395]
}


{
  "formula": "C3H12NOS",
  "method": "ωB97M-V/def2-TZVPD",
  "spin_multiplicity": 2,
  "gap_ev": [3.82, 9.80],
  "e_above_lowest_kj_mol": 128.1,
  "energy_ha": -649.51373,
  "symbols": ["C", "C", "C", "S", "N", "H", "H", "H", "H", "H", "H", "H", "H", "H", "H", "H", "H", "O"],
  "positions_angstrom": [[0.79, -1.28, -0.17], [0.66, 0.28, 0.16], [0.60, 0.49, 1.73], [0.51, 2.26, 2.19], [-0.57, 0.83, -0.58], [0.46, -1.54, -1.25], [1.83, -1.51, 0.04], [0.22, -1.76, 0.68], [1.49, 1.02, -0.13], [1.56, -0.01, 2.17], [-0.16, -0.14, 2.22], [0.46, 2.26, 3.51], [-0.87, 1.71, -0.07], [-1.43, 0.21, -0.45], [-0.30, 1.30, -1.43], [-2.54, -1.37, -3.05], [-1.06, -1.71, -2.92], [-1.67, -1.05, -2.65]],
  "nbo_charge": [-0.635, -0.144, -0.561, -0.059, -1.060, 0.233, 0.220, 0.223, 0.223, 0.220, 0.223, 0.126, 0.350, 0.350, 0.327, 0.474, 0.460, -0.970]
}


{
  "formula": "C32H83CrF12N9O18S4",
  "method": "ωB97M-V/def2-TZVPD",
  "spin_multiplicity": 4,
  "gap_ev": [3.91, 5.29],
  "total_charge": 1,
  "energy_ha": -6951.11933,
  "symbols": ["Cr", "C", "F", "F", "F", "S", "O", "O", "N", "S", "O", "O", "C", "F", "F", "F", "C", "F", "F", "F", "S", "O", "O", "N", "S", "O", "O", "C", "F", "F", "F", "O", "H", "H", "O", "H", "H", "O", "H", "H", "C", "C", "C", "O", "C", "N", "H", "H", "H", "H", "H", "H", "H", "H", "H", "H", "H", "C", "C", "C", "O", "C", "N", "H", "H", "H", "H", "H", "H", "H", "H", "H", "H", "H", "C", "C", "C", "O", "C", "N", "H", "H", "H", "H", "H", "H", "H", "H", "H", "H", "H", "C", "C", "C", "O", "C", "N", "H", "H", "H", "H", "H", "H", "H", "H", "H", "H", "H", "C", "C", "C", "O", "C", "N", "H", "H", "H", "H", "H", "H", "H", "H", "H", "H", "H", "C", "C", "C", "O", "C", "N", "H", "H", "H", "H", "H", "H", "H", "H", "H", "H", "H", "C", "C", "C", "O", "C", "N", "H", "H", "H", "H", "H", "H", "H", "H", "H", "H", "H"],
  "positions_angstrom": [[20.40, -1.76, -3.05], [20.03, 1.73, -5.08], [19.90, 1.83, -3.71], [19.51, 2.70, -5.79], [21.32, 1.56, -5.41], [19.10, 0.08, -5.53], [17.92, -0.04, -4.67], [18.91, 0.14, -7.00], [20.20, -1.21, -4.90], [21.06, -1.55, -6.29], [21.54, -0.39, -7.05], [22.15, -2.46, -5.99], [19.84, -2.46, -7.45], [20.46, -3.59, -7.83], [18.63, -2.62, -7.00], [19.64, -1.73, -8.56], [20.62, -6.06, -2.96], [21.78, -6.14, -3.48], [20.10, -7.29, -2.75], [20.76, -5.59, -1.66], [19.38, -4.85, -3.95], [20.12, -4.44, -5.14], [18.11, -5.59, -4.19], [19.33, -3.38, -2.87], [18.29, -3.86, -1.78], [18.25, -5.28, -1.42], [18.37, -2.96, -0.65], [16.52, -3.57, -2.58], [15.70, -3.14, -1.66], [16.66, -2.72, -3.59], [16.00, -4.72, -3.05], [18.67, -0.71, -2.26], [18.17, -0.08, -2.78], [18.53, -0.45, -1.35], [22.24, -2.80, -3.42], [23.13, -2.67, -3.10], [22.33, -3.42, -4.15], [21.60, 0.02, -2.65], [21.41, 0.82, -2.17], [22.46, 0.17, -3.05], [12.14, 0.03, -10.47], [13.05, -1.08, -10.63], [14.41, -0.70, -9.98], [15.47, -1.68, -10.24], [15.90, -2.29, -9.06], [12.45, -2.28, -10.07], [11.12, -0.24, -10.73], [12.42, 0.76, -11.23], [12.22, 0.40, -9.44], [13.07, -1.24, -11.71], [14.24, -0.52, -8.92], [14.82, 0.24, -10.35], [16.03, -1.76, -8.12], [16.78, -2.92, -9.24], [15.12, -3.01, -8.80], [13.12, -3.01, -10.28], [11.62, -2.57, -10.56], [17.23, 1.88, 1.52], [17.21, 1.08, 0.21], [17.05, 1.89, -1.04], [16.84, 1.21, -2.30], [15.70, 0.41, -2.38], [18.26, 0.13, 0.07], [17.53, 1.19, 2.30], [16.24, 2.32, 1.64], [18.09, 2.55, 1.52], [16.40, 0.37, 0.36], [18.03, 2.34, -1.14], [16.30, 2.64, -0.78], [14.73, 0.90, -2.29], [15.72, -0.33, -1.58], [15.50, -0.20, -3.27], [19.13, 0.63, 0.19], [18.19, -0.39, 0.93], [18.99, -1.54, -12.24], [20.24, -1.74, -13.22], [20.04, -0.94, -14.52], [18.75, -0.98, -15.01], [18.60, -0.15, -16.19], [21.53, -1.44, -12.46], [18.23, -2.32, -12.22], [18.62, -0.52, -12.30], [19.32, -1.69, -11.21], [20.38, -2.75, -13.61], [20.83, -1.17, -15.24], [20.29, 0.10, -14.30], [18.28, 0.85, -15.90], [17.91, -0.64, -16.88], [19.45, 0.04, -16.83], [21.46, -1.85, -11.54], [22.24, -2.00, -12.92], [22.82, 4.32, -6.14], [24.32, 4.31, -6.58], [25.06, 5.48, -5.99], [26.16, 5.73, -6.87], [27.06, 6.56, -6.33], [24.83, 3.06, -6.15], [22.45, 5.31, -6.41], [22.57, 4.28, -5.08], [22.21, 3.61, -6.70], [24.36, 4.40, -7.67], [25.34, 5.34, -4.95], [24.43, 6.37, -5.97], [27.71, 6.00, -5.66], [26.51, 7.33, -5.78], [27.70, 6.97, -7.11], [24.28, 2.29, -6.50], [25.75, 2.98, -6.58], [15.94, 2.95, -5.27], [14.64, 3.71, -5.76], [13.40, 2.87, -5.37], [12.29, 3.36, -6.14], [11.00, 3.11, -5.69], [14.71, 4.93, -5.01], [16.12, 2.79, -4.20], [16.80, 3.54, -5.58], [15.88, 1.95, -5.70], [14.76, 3.93, -6.82], [13.25, 2.99, -4.30], [13.46, 1.80, -5.57], [10.83, 2.25, -5.04], [10.35, 2.80, -6.51], [10.68, 4.01, -5.17], [13.83, 5.42, -4.88], [14.96, 4.67, -4.06], [20.86, -8.75, -7.58], [20.69, -7.29, -7.15], [22.08, -6.67, -6.98], [22.80, -7.31, -5.93], [24.21, -6.90, -5.75], [19.93, -6.58, -8.17], [21.25, -9.40, -6.80], [21.54, -9.01, -8.39], [19.87, -9.00, -7.98], [20.18, -7.25, -6.18], [22.02, -5.60, -6.82], [22.72, -6.84, -7.86], [24.38, -5.83, -5.69], [24.73, -7.40, -6.58], [24.63, -7.17, -4.79], [18.95, -6.83, -8.24], [19.89, -5.64, -7.83], [26.56, 1.73, -9.84], [25.91, 0.76, -8.90], [24.46, 0.68, -9.32], [23.80, 1.93, -9.14], [22.61, 2.08, -9.89], [26.72, -0.45, -8.84], [27.56, 2.02, -9.53], [26.03, 2.68, -9.97], [26.68, 1.28, -10.82], [25.96, 1.25, -7.93], [23.86, -0.10, -8.85], [24.46, 0.47, -10.39], [22.00, 1.19, -9.78], [22.77, 2.29, -10.95], [22.00, 2.86, -9.45], [27.05, -0.42, -9.79], [27.63, -0.32, -8.42]],
  "mulliken_spin": [2.991, 0.003, 0.003, 0.000, 0.004, 0.028, 0.011, -0.002, -0.027, 0.033, -0.011, 0.003, 0.001, 0.000, 0.001, -0.001, 0.005, 0.001, 0.000, 0.000, 0.005, 0.004, 0.004, -0.010, 0.008, -0.015, 0.003, 0.004, 0.000, 0.000, 0.000, -0.036, -0.010, -0.001, -0.003, 0.004, 0.003, -0.004, 0.003, 0.003, 0.000, 0.000, 0.000, 0.000, 0.000, 0.000, 0.000, 0.000, 0.000, 0.000, 0.000, 0.000, 0.000, 0.000, 0.000, 0.000, 0.000, 0.000, -0.001, 0.001, 0.000, 0.000, -0.004, 0.000, 0.000, 0.000, 0.000, 0.000, 0.000, 0.000, 0.000, 0.000, 0.000, 0.000, 0.000, 0.000, 0.000, 0.000, 0.000, 0.000, 0.000, 0.000, 0.000, 0.000, 0.000, 0.000, 0.000, 0.000, 0.000, 0.000, 0.000, 0.000, 0.000, 0.000, 0.000, 0.000, 0.000, 0.000, 0.000, 0.000, 0.000, 0.000, 0.000, 0.000, 0.000, 0.000, 0.000, 0.000, 0.000, 0.000, 0.000, 0.000, 0.000, 0.000, 0.000, 0.000, 0.000, 0.000, 0.000, 0.000, 0.000, 0.000, 0.000, 0.000, 0.000, 0.000, 0.000, 0.000, 0.000, 0.000, 0.000, 0.000, 0.000, 0.000, 0.000, 0.000, 0.000, 0.000, 0.000, 0.000, 0.000, 0.000, 0.000, 0.000, 0.000, 0.000, 0.000, 0.000, 0.000, 0.000, 0.000, 0.000, 0.000, 0.000, 0.000, 0.000, 0.000, 0.000, 0.000]
}